Here is 2 unconnected molecules or ions with the total composition C4H8BrN2 at a distorted geometry from the OMol25 dataset. Energies are from ωB97M-V with the def2-TZVPD basis set.

```
15
Properties=species:S:1:pos:R:3
C -1.33 -1.75 0.54
C 0.40 -1.21 -0.82
C -1.41 -0.28 0.57
C 0.59 1.11 -0.11
N -0.36 -2.18 -0.15
N -0.37 0.10 -0.47
Br -3.06 0.63 0.42
H -2.12 -2.38 0.78
H 1.35 -1.26 -0.43
H 0.54 -1.27 -1.88
H -0.83 0.42 2.00
H 1.11 1.63 -0.91
H 0.10 1.96 0.41
H 1.22 0.71 0.66
H -1.09 0.22 -1.33
```

Output
E_HOMO: -14.619 eV
Charge: +1
ΔE to the lowest compared entry with this formula, charge and spin: 492.6 kJ/mol

Results of the Löwdin charge analysis, in e, for atoms 1 through 4:
1 C -0.14
2 C -0.09
3 C -0.71
4 C -0.05

=====

Here is 2 unconnected molecules or ions with the total composition C2H3NO2 at a distorted geometry from the OMol25 dataset. Energies are from ωB97M-V with the def2-TZVPD basis set.

```
8
Properties=species:S:1:pos:R:3
C 0.65 -0.70 0.32
C 0.67 0.65 -0.44
N -1.63 0.21 -0.37
O 0.48 -1.76 -0.26
O -2.02 0.16 0.71
H 0.70 -0.82 1.40
H 0.59 1.54 0.16
H 0.55 0.73 -1.52
```

Output
E_HOMO (spin up / spin down): -9.115 / -8.976 eV
ΔE to the lowest compared entry with this formula, charge and spin: 477.6 kJ/mol

Results of the Löwdin charge analysis, in e, for atoms 1 through 4:
1 C -0.37
2 C 0.05
3 N 0.10
4 O -0.01

=====

Here is a molecular structure, C12H13ClMoN2O2S at a distorted geometry from the OMol25 dataset. Energies are from ωB97M-V with the def2-TZVPD basis set.

```
32
Properties=species:S:1:pos:R:3
Cl -1.66 2.50 -1.85
C -0.91 -1.97 -1.11
C 0.52 -2.11 -0.87
C 1.18 -1.05 -1.56
H 0.99 -2.96 -0.39
C 0.19 -0.22 -2.22
C -1.09 -0.80 -1.92
H -2.03 -0.33 -2.19
H -1.63 -2.78 -0.95
H 2.24 -0.90 -1.62
C 0.46 0.91 -3.15
Mo -0.11 -0.20 -0.05
C 1.61 0.84 0.60
O 2.36 1.40 1.30
C -1.70 1.50 0.09
O -2.26 2.20 0.84
H 1.43 1.39 -2.97
H -0.35 1.66 -3.06
H 0.43 0.44 -4.15
C 0.25 -2.42 4.65
N 0.21 -0.99 4.42
C 0.62 -0.02 5.31
C 0.44 1.16 4.65
N -0.05 0.90 3.36
C -0.15 -0.45 3.25
S -0.68 -1.42 2.00
H -0.78 -2.82 4.54
H 0.88 -2.85 3.84
H 0.68 -2.56 5.67
H 1.02 -0.33 6.33
H 0.59 2.21 5.00
H -0.41 1.56 2.66
```

Output
E_HOMO (spin up / spin down): -15.645 / -15.678 eV
Charge: +2
Spin multiplicity: 3

Results of the Löwdin charge analysis, in e, for atoms 1 through 4:
1 Cl 0.37
2 C -0.14
3 C -0.17
4 C -0.14

=====

Here is 14 unconnected molecules or ions with the total composition C78H169F9O39 at a distorted geometry from the OMol25 dataset. Energies are from ωB97M-V with the def2-TZVPD basis set.

```
295
Properties=species:S:1:pos:R:3
C -29.65 2.66 17.60
C -29.73 2.90 19.07
O -31.09 2.69 19.38
C -31.31 2.04 20.51
O -30.52 1.44 21.17
C -32.77 2.07 20.86
F -32.99 1.15 21.79
F -33.22 3.22 21.29
F -33.52 1.82 19.75
H -30.25 1.76 17.39
H -28.71 2.50 17.18
H -30.17 3.37 16.99
H -29.40 3.89 19.38
H -29.14 2.21 19.67
C -32.17 -0.91 13.22
C -33.07 -1.92 13.82
O -34.16 -1.20 14.61
C -33.79 -1.01 15.81
O -32.73 -1.26 16.32
C -34.95 -0.38 16.60
F -35.67 0.39 15.88
F -35.78 -1.34 17.08
F -34.54 0.35 17.65
H -32.86 -0.38 12.58
H -31.40 -1.42 12.68
H -31.83 -0.16 13.87
H -32.63 -2.64 14.46
H -33.60 -2.39 12.98
C -29.53 -4.17 16.74
C -28.30 -3.72 16.05
O -28.22 -2.23 15.90
C -28.98 -1.65 14.96
O -29.62 -2.27 14.18
C -28.91 -0.10 15.09
F -29.09 0.42 13.92
F -29.91 0.20 15.89
F -27.79 0.45 15.64
H -29.35 -5.24 16.94
H -30.38 -4.19 16.04
H -29.87 -3.60 17.64
H -28.12 -4.12 15.10
H -27.39 -3.84 16.71
C -27.02 -4.11 20.02
O -26.13 -5.11 20.56
C -25.66 -5.90 19.52
C -24.18 -6.31 19.78
O -23.21 -5.35 19.35
C -23.28 -4.17 20.17
C -22.79 -4.30 21.63
O -23.66 -4.89 22.57
C -24.67 -4.05 23.06
H -27.77 -3.84 20.78
H -27.61 -4.52 19.25
H -26.47 -3.23 19.76
H -25.61 -5.47 18.56
H -26.25 -6.80 19.36
H -24.05 -7.17 19.19
H -23.95 -6.55 20.86
H -24.29 -3.79 20.14
H -22.59 -3.51 19.64
H -22.70 -3.32 22.09
H -21.81 -4.81 21.67
H -25.32 -4.71 23.69
H -25.26 -3.61 22.27
H -24.23 -3.31 23.70
C -33.43 -8.00 10.13
O -33.79 -8.35 11.50
C -35.17 -8.26 11.78
C -35.33 -8.89 13.14
O -34.82 -8.08 14.22
C -33.39 -8.22 14.56
C -33.10 -7.18 15.64
O -31.69 -7.03 15.84
C -31.17 -8.19 16.51
H -34.19 -8.40 9.44
H -32.39 -8.35 9.92
H -33.54 -6.90 10.07
H -35.73 -8.76 11.10
H -35.49 -7.23 11.86
H -34.77 -9.87 13.16
H -36.41 -9.02 13.28
H -32.81 -8.00 13.71
H -33.23 -9.25 14.88
H -33.64 -7.40 16.56
H -33.58 -6.34 15.16
H -31.37 -9.14 15.97
H -31.74 -8.29 17.43
H -30.12 -8.14 16.73
C -27.43 -7.39 16.15
O -26.35 -6.50 16.21
C -25.87 -6.18 14.87
C -24.62 -5.29 14.97
O -24.89 -4.00 15.34
C -23.81 -3.07 15.12
C -24.19 -1.64 15.41
O -24.61 -1.35 16.75
C -23.59 -1.61 17.69
H -28.29 -6.84 15.87
H -27.54 -7.71 17.20
H -27.27 -8.29 15.55
H -26.56 -5.62 14.21
H -25.55 -7.08 14.33
H -24.18 -5.27 13.92
H -23.85 -5.76 15.59
H -23.51 -3.10 14.09
H -22.93 -3.36 15.74
H -24.98 -1.31 14.75
H -23.36 -0.98 15.14
H -23.37 -2.69 17.77
H -23.93 -1.25 18.69
H -22.73 -1.02 17.55
C -29.92 1.00 10.07
O -31.07 0.43 9.49
C -30.80 0.00 8.19
C -32.07 -0.39 7.49
O -32.48 -1.77 7.75
C -32.89 -2.11 9.05
C -33.91 -3.17 9.11
O -33.54 -4.47 8.77
C -34.74 -5.13 8.45
H -29.03 0.39 9.97
H -30.12 1.05 11.13
H -29.75 1.99 9.64
H -30.11 -0.85 8.14
H -30.28 0.73 7.54
H -31.91 -0.34 6.42
H -32.80 0.43 7.79
H -33.42 -1.27 9.43
H -31.99 -2.42 9.59
H -34.70 -2.79 8.46
H -34.36 -3.14 10.10
H -34.53 -6.14 8.05
H -35.22 -4.53 7.67
H -35.38 -5.32 9.35
C -24.38 -6.27 10.81
O -25.44 -6.71 11.55
C -26.51 -6.94 10.65
C -27.70 -7.49 11.23
O -28.35 -6.42 11.86
C -29.46 -6.84 12.61
C -30.38 -5.73 13.01
O -31.30 -5.64 11.92
C -32.21 -4.55 12.16
H -24.60 -5.45 10.13
H -24.03 -7.12 10.18
H -23.62 -6.02 11.58
H -26.20 -7.62 9.82
H -26.76 -6.01 10.15
H -27.52 -8.35 12.01
H -28.29 -7.90 10.39
H -29.02 -7.35 13.44
H -30.08 -7.59 11.99
H -29.81 -4.81 13.19
H -30.95 -6.03 13.92
H -33.02 -4.64 11.42
H -31.59 -3.66 12.06
H -32.52 -4.54 13.22
C -28.43 4.11 22.89
O -27.95 4.71 21.67
C -26.69 4.20 21.34
C -26.22 4.79 20.04
O -27.17 4.39 19.08
C -26.88 4.77 17.75
C -25.69 4.09 17.18
O -25.99 2.72 17.06
C -24.84 1.88 16.87
H -29.41 4.52 23.05
H -27.74 4.39 23.68
H -28.39 3.07 22.83
H -26.80 3.11 21.29
H -25.96 4.34 22.13
H -25.25 4.21 19.87
H -25.98 5.81 20.04
H -26.62 5.85 17.74
H -27.75 4.53 17.16
H -24.82 4.26 17.76
H -25.49 4.62 16.19
H -24.59 1.75 15.78
H -25.18 0.96 17.20
H -23.96 2.26 17.38
C -31.36 -5.07 19.56
O -31.05 -3.74 19.72
C -32.02 -2.79 19.18
C -31.39 -1.41 19.43
O -30.20 -1.14 18.74
C -29.05 -1.30 19.53
C -27.90 -0.67 18.75
O -26.79 -0.56 19.59
C -26.55 0.71 20.13
H -32.30 -5.42 20.03
H -30.55 -5.65 20.00
H -31.49 -5.35 18.53
H -33.04 -2.89 19.64
H -32.04 -2.93 18.07
H -31.35 -1.27 20.50
H -32.15 -0.77 19.02
H -28.92 -2.35 19.72
H -29.15 -0.73 20.44
H -28.29 0.32 18.40
H -27.59 -1.33 17.95
H -26.49 1.50 19.35
H -25.63 0.73 20.72
H -27.30 0.94 20.89
C -25.97 -0.97 10.21
O -26.29 -1.08 11.60
C -26.58 -2.41 12.06
C -27.84 -2.96 11.56
O -27.68 -3.40 10.19
C -28.66 -3.36 9.27
C -29.64 -4.54 9.17
O -29.06 -5.67 8.63
C -29.16 -5.71 7.20
H -26.84 -1.27 9.59
H -25.11 -1.53 9.93
H -25.79 0.12 10.04
H -26.71 -2.26 13.13
H -25.74 -3.14 11.96
H -28.73 -2.28 11.65
H -28.05 -3.83 12.26
H -28.18 -3.26 8.28
H -29.32 -2.45 9.44
H -30.46 -4.07 8.54
H -29.99 -4.79 10.18
H -28.62 -4.81 6.75
H -30.24 -5.78 6.96
H -28.62 -6.63 6.84
C -34.27 -2.02 21.98
O -33.71 -3.24 22.06
C -33.03 -3.75 23.17
C -31.56 -3.55 23.21
O -31.21 -2.23 23.14
C -29.83 -2.11 23.01
C -29.39 -0.72 23.16
O -29.39 -0.42 24.55
C -29.28 0.93 24.83
H -34.78 -1.79 22.98
H -35.01 -2.12 21.21
H -33.57 -1.23 21.64
H -33.22 -4.84 23.31
H -33.40 -3.23 24.05
H -31.08 -4.14 22.39
H -31.21 -3.93 24.20
H -29.53 -2.47 22.05
H -29.41 -2.71 23.81
H -30.18 -0.06 22.69
H -28.37 -0.57 22.74
H -29.08 0.95 25.87
H -30.21 1.44 24.59
H -28.47 1.46 24.36
C -38.79 -0.63 9.76
O -38.45 -1.45 10.87
C -37.26 -1.02 11.54
C -36.80 -1.79 12.74
O -35.85 -2.77 12.31
C -36.36 -4.13 12.41
C -36.60 -4.68 13.81
O -37.94 -4.44 14.08
C -38.26 -4.68 15.41
H -38.85 0.41 10.12
H -39.77 -0.88 9.39
H -37.97 -0.78 9.01
H -37.44 0.05 11.89
H -36.39 -0.87 10.93
H -37.65 -2.17 13.21
H -36.29 -1.09 13.36
H -35.55 -4.65 11.95
H -37.31 -4.13 11.87
H -36.02 -4.27 14.64
H -36.40 -5.78 13.70
H -37.86 -5.58 15.82
H -39.33 -4.77 15.47
H -37.98 -3.84 16.09
C -33.02 3.01 16.62
O -32.99 2.20 15.38
C -33.29 2.99 14.21
C -32.04 3.62 13.51
O -31.42 4.67 14.22
C -30.12 5.06 13.81
C -29.13 3.83 13.80
O -27.79 4.21 13.87
C -26.94 3.16 13.49
H -34.01 3.41 16.83
H -32.27 3.80 16.56
H -32.70 2.33 17.39
H -34.00 3.78 14.48
H -33.74 2.26 13.52
H -32.39 4.01 12.52
H -31.36 2.76 13.34
H -29.71 5.77 14.47
H -30.13 5.56 12.80
H -29.29 3.34 12.78
H -29.39 3.23 14.67
H -25.91 3.55 13.62
H -27.12 2.77 12.43
H -27.07 2.37 14.20
```

Output
E_HOMO: -8.796 eV

Results of the Löwdin charge analysis, in e, for atoms 1 through 4:
1 C -0.05
2 C -0.18
3 O 0.05
4 C -0.38